Version a
Density functional theory data (ωB97M-V/def2-TZVPD) for 2 unconnected molecules or ions with the total composition C5H14N2.

Computed properties:
Multiplicity: 1
SMILES: C=CC.CCNN
LUMO in eV: 1.2
Net charge: 0
Frontier orbital gap in eV: 8.91
Highest occupied orbital energy in eV: -7.759

Each line ends with the Mulliken charge.
Cartesian coordinates (Å):
H -1.8350 2.0123 -0.5539  0.227
H -1.3468 2.7093 0.8554  0.219
H 1.6911 -1.5334 -0.2062  0.335
H 0.0410 0.5862 1.1386  0.454
H 1.7866 -0.2162 1.8208  0.319
H -1.7511 -2.4515 -0.0119  0.362
C 1.5304 0.2762 0.8893  -0.926
H 2.9194 0.1027 -1.8024  0.354
H -2.0361 -0.1097 -0.8335  0.489
C 1.5100 -0.4644 -0.2804  0.067
H -2.6188 -1.5369 1.2374  0.372
H -0.2413 -0.5335 -0.5043  -0.251
H -0.8910 -1.8692 1.4141  0.242
H 1.3514 -0.3963 -2.4305  0.321
H 1.5236 1.1853 -1.6520  0.342
C -1.3354 -0.3348 -0.0237  0.234
N -1.1427 0.7331 0.8621  -0.434
C 1.8413 0.1436 -1.6181  -1.237
H 1.7996 1.3265 0.8314  0.391
C -1.6764 -1.6267 0.6980  -1.367
N -1.1199 1.9972 0.1700  -0.512

Version b
Density functional theory data (ωB97M-V/def2-TZVPD) for C5H14N2 in the gas phase.

Computed properties:
Multiplicity: 1
SMILES: C[C@@H](N)CCCN
LUMO in eV: 1.1
Net charge: 0
Frontier orbital gap in eV: 10.03
Highest occupied orbital energy in eV: -8.963

Each line ends with the Mulliken charge.
Cartesian coordinates (Å):
H 2.9046 -1.3262 -0.1837  0.308
C 2.1113 -0.8380 -0.7520  -1.364
H 1.7588 2.0065 0.9258  0.241
H -2.2505 0.8780 2.0301  0.204
H -0.3841 1.4370 -0.2112  0.335
N 2.1206 1.4382 0.1742  -0.693
H 1.1245 -0.1997 0.9925  0.190
C -1.0840 -0.5888 -0.5564  -0.532
H 1.4466 -1.6304 -1.0442  0.356
C -1.7768 -0.6960 0.8125  -0.529
C -0.0390 0.5009 -0.6479  -0.905
H -3.5468 0.3446 1.1678  0.205
C 1.3403 0.2290 0.0083  0.546
H 2.4612 -0.4097 -1.6931  0.349
H 2.1720 1.9593 -0.6878  0.258
H -0.7011 -1.5749 -0.8067  0.267
H -1.8610 -0.4010 -1.3109  0.347
H 0.1506 0.7270 -1.7010  0.338
H -2.4238 -1.5748 0.7911  0.349
H -0.9761 -0.7914 1.5532  0.245
N -2.5473 0.5104 1.1395  -0.516

Version c
Density functional theory data (ωB97M-V/def2-TZVPD) for C5H14N2 in the gas phase.

Computed properties:
Multiplicity: 1
SMILES: CC(C)NCCN
LUMO in eV: 1.1
Net charge: 0
Frontier orbital gap in eV: 9.31
Highest occupied orbital energy in eV: -8.181

Each line ends with the Mulliken charge.
Cartesian coordinates (Å):
H 1.4690 -2.5830 -0.5650  0.230
H -0.3855 -1.5865 0.5467  0.234
H -1.7180 -1.0143 -0.4384  0.257
H -0.5490 -0.2972 2.3691  0.370
H 0.9088 0.6854 2.3173  0.285
N 1.3240 -2.1732 -1.4789  -0.520
C -0.0392 -1.6790 -1.6030  -0.879
H -1.6661 1.3075 0.8550  0.180
H 1.1411 2.4539 0.5982  0.418
H 2.0075 -1.4490 -1.6573  0.262
H -0.2827 3.0343 -0.3481  0.350
H -0.1656 3.2262 1.4306  0.433
C -0.5656 1.2232 0.8106  0.535
H -0.0650 -0.9082 -2.3861  0.358
H 0.5744 0.6658 -0.8397  0.279
C 0.0598 2.5896 0.5800  -1.582
C -0.6198 -1.0234 -0.3645  -0.343
N -0.1610 0.3381 -0.2420  -0.156
H -0.7247 -2.4690 -1.9454  0.323
C -0.1792 0.7088 2.2063  -1.460
H -0.5522 1.3563 2.9990  0.428

What should be chosen as the least stable of them? Choose version a.

Version a
Density functional theory data (ωB97M-V/def2-TZVPD) for C5H14N2 in the gas phase.

Computed properties:
Multiplicity: 1
SMILES: CNCC[C@H](C)N
LUMO in eV: 1.1
Net charge: 0
Frontier orbital gap in eV: 9.56
Highest occupied orbital energy in eV: -8.419

Each line ends with the Mulliken charge.
Cartesian coordinates (Å):
N 1.7261 -0.1561 1.0888  -0.373
H 3.6766 -0.1050 0.0930  0.341
H 0.3844 0.7818 -0.8350  0.224
C 0.5372 0.6598 1.1910  -1.036
H -2.7729 -1.2108 0.9323  0.239
H -0.8475 1.6656 -0.0925  0.430
C -0.3656 0.6816 -0.0465  -0.465
H 2.3262 0.1559 -0.9021  0.149
C 2.7259 0.4030 0.0873  -0.737
C -1.2103 -0.6119 -0.2313  -0.002
H -1.6339 -1.8151 -2.1136  0.335
H -2.1592 -0.2667 -2.0147  0.233
H -0.2376 -0.6203 -2.0977  0.400
H 2.6172 1.4678 0.3412  0.313
C -1.2437 -0.8463 -1.7894  -1.175
H -0.0819 0.1898 1.9777  0.521
H -3.1001 0.1124 -0.0893  0.225
N -2.4528 -0.3286 0.5563  -0.577
H 0.7472 1.6405 1.5960  0.339
H 2.1382 -0.3858 1.9786  0.227
H -0.7734 -1.4115 0.3699  0.389

Version b
Density functional theory data (ωB97M-V/def2-TZVPD) for 2 unconnected molecules or ions with the total composition C5H14N2.

Computed properties:
Multiplicity: 1
SMILES: N/C=C/N.CCC
LUMO in eV: 1.1
Net charge: 0
Frontier orbital gap in eV: 8.52
Highest occupied orbital energy in eV: -7.382

Each line ends with the Mulliken charge.
Cartesian coordinates (Å):
N 2.5730 -0.5655 -0.0726  -0.538
H -3.3833 -0.8302 -1.2483  0.346
C 1.1578 0.0129 1.7982  -0.157
N -0.1118 0.1494 2.3458  -0.505
C -2.3337 -0.5775 -1.0957  -0.888
H -0.2912 0.9733 2.8894  0.242
C -0.5314 1.1827 -1.4534  -0.872
C -1.8526 0.5903 -1.9427  -0.198
H 1.8596 0.7830 2.1068  0.290
H -1.7394 -1.4720 -1.2850  0.265
C 1.5025 -0.8568 0.8453  -0.325
H -2.2613 -0.3487 -0.0302  0.107
H 3.4927 -0.7647 0.3056  0.198
H -0.8776 -0.1111 1.7506  0.225
H -0.3878 2.1884 -1.8530  0.354
H -0.5160 1.2662 -0.3664  0.156
H -1.7287 0.2876 -2.9836  0.266
H 2.4730 -1.0746 -0.9379  0.235
H 0.3478 0.6164 -1.7603  0.221
H -2.6095 1.3767 -1.9267  0.258
H 0.9992 -1.8106 0.7288  0.324

What should be chosen as the least stable of them? Choose version a.

Version a
Density functional theory data (ωB97M-V/def2-TZVPD) for C5H14N2 in the gas phase.

Computed properties:
Multiplicity: 1
SMILES: CNCCCCN
LUMO in eV: 1.0
Net charge: 0
Frontier orbital gap in eV: 10.10
Highest occupied orbital energy in eV: -9.100

Each line ends with the Mulliken charge.
Cartesian coordinates (Å):
C -2.0536 -1.2491 -0.2024  -0.791
H -2.3463 0.9253 0.2386  0.340
C 2.7948 1.4241 -0.5993  -0.856
H -0.1584 -2.2439 -0.1791  0.267
H 1.3214 -0.7163 0.0952  0.384
H 1.4767 0.4669 1.2968  0.299
H -2.8236 -1.4207 0.5514  0.348
C -0.5002 0.4992 0.9531  -0.869
H 3.1349 0.3729 -0.5594  0.300
C 0.8967 0.2521 0.3558  -0.586
H -0.6074 1.5507 1.2293  0.419
H 0.9131 2.1168 -0.2692  0.255
C -1.6093 0.2093 -0.1246  -0.344
H -0.5457 -0.1222 1.8518  0.368
H -2.4497 -1.4503 -1.2019  0.310
H -1.1333 0.4106 -1.0836  0.301
N -1.1152 -2.4051 0.1037  -0.627
N 1.2910 1.2594 -0.6676  -0.435
H 3.1006 1.8418 0.3607  0.322
H -1.2139 -2.4254 1.1103  0.309
H 3.1313 1.9206 -1.4966  0.285

Version b
Density functional theory data (ωB97M-V/def2-TZVPD) for C5H14N2 in the gas phase.

Computed properties:
Multiplicity: 1
SMILES: C[C@@H](N)CN(C)C
LUMO in eV: 1.0
Net charge: 0
Frontier orbital gap in eV: 8.82
Highest occupied orbital energy in eV: -7.818

Each line ends with the Mulliken charge.
Cartesian coordinates (Å):
N -0.5302 0.7883 1.5191  -0.498
C 1.0032 -0.8526 2.2703  -1.536
H -0.3073 1.6448 -2.5554  0.425
H 1.4072 -1.1784 -0.5242  0.410
H -0.2877 1.6172 1.0110  0.129
H -1.6162 1.5126 -1.3311  0.374
H -0.7310 -1.1833 1.1650  0.206
H 1.4165 -1.8185 1.9731  0.356
C 0.1174 -0.4256 1.1379  0.838
C -0.7606 -0.8995 -1.9246  -0.985
C 0.9257 -0.2735 -0.1919  -1.303
H -1.2290 -0.5752 -2.8314  0.367
H -1.5358 0.7790 1.8878  0.216
H -1.5565 -1.6736 -1.3878  0.190
H 0.1521 -1.5556 -2.1791  0.313
H 0.4272 -0.8686 3.1623  0.406
H -0.1924 2.1796 -0.8336  0.342
N 0.0152 0.1974 -1.2782  0.174
C -0.6011 1.4469 -1.5764  -1.112
H 1.7199 -0.0849 2.4985  0.341
H 1.8300 0.3310 -0.0333  0.347

Version c
Density functional theory data (ωB97M-V/def2-TZVPD) for C5H14N2 in the gas phase.

Computed properties:
Multiplicity: 1
SMILES: CCCCNCN
LUMO in eV: 1.2
Net charge: 0
Frontier orbital gap in eV: 9.87
Highest occupied orbital energy in eV: -8.696

Each line ends with the Mulliken charge.
Cartesian coordinates (Å):
H -0.1547 -1.1403 -0.3064  0.375
H -2.0392 -0.1116 -2.7372  0.301
H -1.9980 0.6497 0.2456  0.266
H -3.4697 0.0504 -1.8099  0.345
N 2.2472 -0.6242 2.8218  -0.622
H 2.7181 0.2696 2.8347  0.241
C -0.2744 0.9866 -0.9766  -0.669
H 1.1983 -0.5261 -1.1988  0.272
H -2.2392 1.8631 -1.0159  0.348
C 1.8116 -0.9885 1.4893  -0.454
H 1.1830 -1.8765 1.5547  0.343
H 0.1649 1.8557 -0.5105  0.361
C 0.4519 -0.2514 -0.4305  -0.609
C -1.7972 0.8879 -0.7992  -0.549
H 1.4722 -0.5666 3.4376  0.253
N 1.1002 0.0825 0.8188  -0.364
H -2.3015 -1.1566 -1.2761  0.309
H 1.6922 0.8884 0.6805  0.237
H -0.0647 1.1901 -2.0303  0.370
H 2.6998 -1.3103 0.9339  0.319
C -2.4008 -0.1718 -1.7256  -1.073

What should be chosen as the least stable of them? Choose version b.

Version a
Density functional theory data (ωB97M-V/def2-TZVPD) for C5H14N2 in the gas phase.

Computed properties:
Multiplicity: 1
SMILES: CNCC[C@@H](C)N
LUMO in eV: 1.2
Net charge: 0
Frontier orbital gap in eV: 9.46
Highest occupied orbital energy in eV: -8.299

Each line ends with the Mulliken charge.
Cartesian coordinates (Å):
C -2.6992 0.2199 -1.5663  -0.931
H 0.5896 1.8657 -0.1933  0.335
H 2.3897 -1.0317 1.9556  0.209
H 0.6401 -1.7477 1.1172  0.354
H -0.3471 -0.5222 1.5650  0.378
C 0.2753 -0.7961 0.7224  -0.756
H 3.4824 -0.1122 1.1030  0.275
H -3.3836 -0.6368 -1.5766  0.315
H -1.1340 -1.8583 -0.6151  0.394
H 2.2706 2.0782 0.6395  0.299
H -3.1304 1.2210 -1.4931  0.300
N 2.6769 -0.7276 1.0301  -0.624
H -2.3946 0.0309 0.3221  0.203
H 1.7377 -0.1427 -0.6254  0.145
H -2.0779 0.2406 -2.4658  0.296
H 0.7138 1.9010 1.4480  0.288
C 1.5817 0.0560 0.4284  0.290
N -1.7254 0.0598 -0.4385  -0.306
C -0.6258 -0.8913 -0.4964  -0.696
H -0.1075 -0.7633 -1.4506  0.415
C 1.2676 1.5567 0.5898  -1.185

Version b
Density functional theory data (ωB97M-V/def2-TZVPD) for C5H14N2 in the gas phase.

Computed properties:
Multiplicity: 1
SMILES: CCC[C@@H](N)CN
LUMO in eV: 1.2
Net charge: 0
Frontier orbital gap in eV: 9.80
Highest occupied orbital energy in eV: -8.627

Each line ends with the Mulliken charge.
Cartesian coordinates (Å):
N -1.6258 0.9660 -0.0701  -0.622
N -1.4186 0.5238 2.8399  -0.591
C 1.8470 -0.7481 -2.3366  -1.259
H -2.1159 1.6139 0.5197  0.224
H 1.1295 -1.0221 0.2427  0.438
H 2.4589 -1.4395 -1.7531  0.338
H 1.7061 1.1405 -1.1033  0.374
H -1.8304 -0.9950 1.3963  0.450
H -1.6154 1.1510 -1.0521  0.158
H 0.2453 1.2534 0.9374  0.205
C -0.9803 -0.4335 1.7769  -0.747
H -0.1898 -1.1663 -0.8068  0.368
H -0.1564 -1.1040 2.0226  0.261
C 1.1356 0.2939 -1.4871  -0.293
H 1.1219 -1.3509 -2.8873  0.321
H -1.8878 -0.0283 3.5503  0.243
C -0.4472 0.4654 0.6031  0.489
H 2.3691 -0.2384 -3.1590  0.364
H 0.3532 0.7086 -2.1276  0.225
C 0.4151 -0.3990 -0.3097  -1.188
H -0.5140 0.8086 3.2039  0.242

Version c
Density functional theory data (ωB97M-V/def2-TZVPD) for 2 unconnected molecules or ions with the total composition C5H14N2.

Computed properties:
Multiplicity: 1
SMILES: C=CN.CCNC
LUMO in eV: 1.1
Net charge: 0
Frontier orbital gap in eV: 9.33
Highest occupied orbital energy in eV: -8.179

Each line ends with the Mulliken charge.
Cartesian coordinates (Å):
H -0.0960 -0.4179 0.8711  0.351
H -1.2391 0.1936 2.0513  0.394
H 1.5357 1.2467 1.9845  0.285
C -1.9600 0.2193 0.0227  -1.313
C 0.7248 1.9773 1.9728  -0.924
H 0.9206 0.0591 -1.4984  0.165
H -2.3735 -0.7883 0.0787  0.361
H -1.6014 0.3881 -0.9927  0.289
H -0.4593 -1.9216 -0.7994  0.008
C -0.8427 0.3647 1.0382  -0.399
H 2.0686 -2.5035 -2.4193  0.268
C 0.3013 -2.4888 -1.3145  -0.726
H -0.8843 2.3639 0.7533  0.222
H 1.1818 2.9522 1.7965  0.328
H 0.2583 1.9956 2.9685  0.318
H 2.2133 -0.2000 -2.5461  0.237
N -0.1792 1.6514 0.8927  -0.293
C 1.3617 -1.9004 -1.8651  0.190
H -2.7862 0.9103 0.2075  0.417
H 0.1756 -3.5523 -1.4367  0.266
N 1.6802 -0.5495 -1.7656  -0.446

What should be chosen as the least stable of them? Choose version a.